Record 1
An isolated ion of composition C24H22N3S and charge -1 in a non-equilibrium geometry, computed with wB97M-V/def2-TZVPD.

Element x y z (Å)
C1 0.45 -4.19 -0.32
H1 -3.73 -1.44 1.04
C2 -1.08 0.77 2.91
H2 -0.86 1.90 -3.35
C3 1.72 0.04 -2.28
C4 -1.18 2.93 0.17
H3 -0.44 -4.15 -1.01
H4 3.59 -4.29 2.06
C5 -2.06 1.32 2.10
H5 0.85 3.18 0.97
C6 -1.19 -0.61 3.10
C7 -0.57 -0.22 -1.89
C8 0.57 3.05 -2.47
H6 1.98 -6.05 2.09
C9 1.88 -5.28 1.27
H7 0.60 1.67 0.03
H8 -1.53 0.27 -2.00
C10 -3.04 -0.83 1.56
C11 0.35 2.74 0.11
N1 0.73 4.11 -3.22
C12 -3.00 0.55 1.41
H9 -2.76 3.28 1.48
C13 -0.28 -1.42 -1.13
H10 -1.35 3.23 2.40
C14 -2.06 -1.46 2.38
C15 1.03 4.74 -1.13
H11 3.15 -1.33 -1.59
H12 -0.29 1.37 3.41
H13 0.18 -6.24 0.31
H14 3.20 -2.29 0.72
C16 0.43 0.46 -2.55
C17 2.46 -3.10 0.64
N2 0.81 3.40 -1.18
H15 -1.40 3.95 -0.12
C18 0.19 1.77 -3.18
H16 -3.52 0.99 0.68
C19 1.02 -1.87 -0.93
H17 -2.03 -2.49 2.54
N3 1.28 5.15 -2.46
H18 -1.54 2.45 -0.70
C20 0.76 -5.28 0.45
C21 2.06 -1.16 -1.61
C22 2.70 -4.21 1.34
S1 1.03 5.67 0.26
H19 2.56 0.55 -2.76
C23 -1.86 2.75 1.55
H20 0.60 1.70 -4.15
H21 -0.53 -1.08 3.81
C24 1.32 -3.06 -0.18
H22 -1.19 -1.93 -0.57

## Properties
- E_tot (eV) = -40549.89283
- net charge = -1
- SMILES string = [S-]c1nnc(Cc2ccc(-c3ccccc3)cc2)n1CCCc1ccccc1
- gap between HOMO and LUMO (hartree) = 0.199


Record 2
A single C24H22N4O7 molecule in a non-equilibrium geometry, computed with wB97M-V/def2-TZVPD.

Element x y z (Å)
N1 1.95 1.37 -2.84
C1 -1.35 -0.03 -2.09
O1 0.84 -2.48 -4.89
C2 2.53 -1.21 -1.52
C3 2.06 -0.33 0.70
H1 4.10 2.09 -4.26
H2 -1.31 -1.10 6.53
C4 -2.42 -1.42 2.51
O2 -1.27 2.55 0.51
N2 0.28 -0.60 -3.80
H3 -4.34 1.21 0.86
H4 -1.68 -1.95 0.58
H5 1.07 0.03 3.21
C5 0.66 -1.91 -3.84
N3 0.48 -1.73 -0.38
C6 0.30 1.99 -1.15
C7 -0.12 0.18 -2.69
C8 -2.86 0.16 5.72
C9 -1.43 -0.05 6.21
C10 -0.93 1.76 -0.55
H6 -2.01 -0.81 -2.45
C11 -0.86 -0.31 3.97
C12 -2.15 -0.81 3.73
C13 -2.38 2.08 1.25
H7 0.93 2.77 -0.77
H8 2.14 0.69 -3.57
O3 3.18 -1.31 -2.55
C14 4.27 1.78 -3.24
H9 2.33 0.27 1.55
C15 0.10 -0.37 2.97
C16 -1.46 -1.49 1.53
C17 2.91 -0.45 -0.35
H10 3.87 0.04 -0.37
C18 3.04 2.07 -2.40
O4 -3.01 0.52 -0.49
O5 -3.15 -0.72 4.66
C19 -1.77 0.75 -1.02
H11 -3.41 -1.81 2.35
C20 0.72 1.21 -2.22
H12 1.53 -3.45 -2.70
O6 -0.51 0.24 5.17
H13 -0.14 -3.05 -2.21
C21 0.82 -2.64 -2.51
C22 0.80 -1.01 0.66
H14 5.12 2.32 -2.83
H15 -1.19 0.61 7.03
C23 -3.48 1.59 0.30
O7 3.03 2.82 -1.45
N4 1.30 -1.82 -1.41
H16 -2.97 1.20 5.38
H17 -3.58 -0.04 6.50
H18 4.46 0.71 -3.22
H19 0.19 -0.18 -4.72
C24 -0.19 -0.95 1.74
H20 -2.07 1.25 1.90
H21 -2.73 2.92 1.85
H22 -3.80 2.42 -0.35

## Properties
- E_tot (eV) = -45538.22698
- energy above the lowest of the compared OMol25 structures with the same formula, charge and spin (kJ/mol) = 0.0
- net charge = 0
- SMILES string = CC(=O)Nc1cc2c(cc1NC(=O)Cn1nc(-c3ccc4c(c3)OCCO4)ccc1=O)OCCO2
- gap between HOMO and LUMO (hartree) = 0.289


Q: net charge of number 1 (C24H22N3S)?
A: -1